[1]
A 2-piece molecular cluster, C2H5I overall in a non-equilibrium geometry, computed with ωB97M-V/def2-TZVPD.

Geometry (Å):
C1 0.186 -0.619 -0.005
C2 -0.853 0.373 0.347
I1 -2.827 -0.006 -0.020
H1 0.456 -1.099 0.971
H2 -0.266 -1.526 -0.539
H3 0.884 0.010 -0.582
H4 -0.678 1.453 -1.095
H5 -0.747 1.151 1.084

## Properties
Lowest unoccupied orbital energy: 0.106 eV
E: -376.75955 a.u.
E_HOMO: -8.561 eV
Kohn-Sham gap: 8.7 eV
Energy above the lowest of the compared OMol25 structures with the same formula, charge and spin: 298.0 kJ/mol

***

[2]
C50H37Cl2F15GeN3NaOSSe3 as an isolated structure in a non-equilibrium geometry, computed with ωB97M-V/def2-TZVPD.

Geometry (Å):
Na1 -0.187 0.168 0.641
C1 1.314 -2.402 -3.253
Se1 1.830 -2.484 -1.379
C2 1.201 -4.334 -1.200
C3 1.122 -4.841 0.232
Se2 2.482 -4.170 1.451
C4 4.025 -4.873 0.497
H1 0.228 -2.378 -3.340
H2 1.726 -3.255 -3.793
H3 1.718 -1.473 -3.647
H4 1.853 -4.966 -1.805
H5 0.203 -4.349 -1.643
H6 1.178 -5.931 0.243
H7 0.179 -4.549 0.693
H8 4.893 -4.681 1.125
H9 4.142 -4.354 -0.452
H10 3.919 -5.946 0.340
C5 -2.065 3.780 -0.732
C6 -1.699 2.986 0.492
O1 -1.483 1.783 0.434
N1 -1.607 3.697 1.645
C7 -0.980 3.146 2.823
C8 0.513 3.385 2.836
C9 1.218 3.359 4.035
C10 2.587 3.538 4.007
C11 3.212 3.738 2.785
C12 2.426 3.751 1.646
N2 1.105 3.592 1.663
H11 -2.476 3.102 -1.475
H12 -1.152 4.224 -1.132
H13 -2.785 4.569 -0.512
H14 -1.651 4.699 1.566
H15 -1.187 2.073 2.844
H16 -1.443 3.564 3.717
H17 0.694 3.168 4.963
H18 3.163 3.507 4.924
H19 4.284 3.861 2.713
H20 2.873 3.890 0.667
Cl1 -3.101 -4.355 0.639
C13 -2.944 -2.586 0.478
Cl2 -1.310 -2.152 -0.060
H21 -3.125 -2.105 1.436
H22 -3.650 -2.257 -0.275
Se3 -3.461 0.242 2.530
C14 -4.155 -1.000 3.774
C15 -5.330 -1.731 3.542
C16 -5.791 -2.629 4.488
N3 -5.190 -2.881 5.653
C17 -4.059 -2.199 5.867
C18 -3.516 -1.278 4.992
H23 -5.876 -1.585 2.619
H24 -6.708 -3.183 4.300
H25 -3.549 -2.412 6.803
H26 -2.583 -0.783 5.232
F1 0.711 4.192 -2.873
C19 0.117 4.280 -4.063
C20 -0.543 3.199 -4.622
C21 -1.140 3.424 -5.849
F2 -1.840 2.443 -6.448
C22 -1.086 4.636 -6.510
F3 -1.682 4.808 -7.698
C23 -0.412 5.691 -5.923
F4 -0.350 6.876 -6.540
C24 0.189 5.515 -4.692
F5 0.832 6.541 -4.122
Ge1 -0.594 1.367 -3.796
S1 0.652 0.933 -2.182
C25 -2.547 1.025 -3.541
C26 -3.574 1.942 -3.655
F6 -3.331 3.226 -3.979
C27 -4.902 1.615 -3.436
F7 -5.866 2.536 -3.565
C28 -5.234 0.325 -3.072
F8 -6.509 -0.006 -2.861
C29 -4.235 -0.621 -2.930
F9 -4.551 -1.872 -2.582
C30 -2.922 -0.254 -3.161
F10 -1.994 -1.208 -3.018
C31 -0.045 0.329 -5.446
C32 1.271 0.503 -5.846
F11 2.041 1.425 -5.251
C33 1.865 -0.230 -6.858
F12 3.142 -0.029 -7.204
C34 1.118 -1.183 -7.525
F13 1.668 -1.904 -8.508
C35 -0.207 -1.366 -7.185
F14 -0.942 -2.264 -7.855
C36 -0.763 -0.606 -6.168
F15 -2.072 -0.807 -5.948
C37 6.500 -1.463 3.782
C38 5.308 -2.037 4.209
C39 4.095 -1.650 3.659
C40 4.030 -0.667 2.662
C41 5.243 -0.114 2.236
C42 6.458 -0.497 2.784
C43 2.766 -0.208 2.036
C44 1.500 -0.347 2.458
C45 1.080 -0.954 3.704
C46 0.234 -2.080 3.717
C47 -0.249 -2.617 4.896
C48 0.066 -2.041 6.124
C49 0.889 -0.920 6.137
C50 1.394 -0.394 4.959
H27 7.445 -1.765 4.217
H28 5.321 -2.800 4.979
H29 3.181 -2.108 4.006
H30 5.219 0.627 1.444
H31 7.377 -0.044 2.428
H32 2.953 0.324 1.099
H33 -0.061 -2.514 2.767
H34 -0.908 -3.477 4.858
H35 -0.343 -2.443 7.043
H36 1.150 -0.454 7.082
H37 2.059 0.460 4.988

## Properties
Lowest unoccupied orbital energy: 3.314 eV
E: -14427.17693 a.u.
E_HOMO: -1.867 eV
Kohn-Sham gap: 5.2 eV
Total charge: -2
Energy above the lowest of the compared OMol25 structures with the same formula, charge and spin: 0.0 kJ/mol

***

[3]
A 2-piece molecular cluster, C35H30OP overall in a non-equilibrium geometry, computed with ωB97M-V/def2-TZVPD.

Geometry (Å):
C1 -0.899 -0.792 -1.826
C2 0.359 -1.396 -2.215
C3 1.459 -0.621 -2.670
C4 2.666 -1.215 -3.011
C5 2.808 -2.607 -2.959
C6 1.724 -3.395 -2.557
C7 0.524 -2.807 -2.168
C8 -2.113 -1.457 -2.021
C9 -3.328 -0.795 -2.088
C10 -4.547 -1.391 -2.510
C11 -5.676 -0.564 -2.765
C12 -6.849 -1.091 -3.288
C13 -6.949 -2.466 -3.559
C14 -5.859 -3.304 -3.288
C15 -4.676 -2.788 -2.770
H1 -0.952 0.268 -1.559
H2 1.343 0.460 -2.765
H3 3.489 -0.592 -3.365
H4 3.752 -3.071 -3.230
H5 1.798 -4.483 -2.565
H6 -0.295 -3.439 -1.821
H7 -2.110 -2.544 -2.138
H8 -3.352 0.260 -1.809
H9 -5.572 0.502 -2.551
H10 -7.698 -0.434 -3.479
H11 -7.870 -2.882 -3.968
H12 -5.934 -4.377 -3.471
H13 -3.841 -3.460 -2.566
C16 0.571 3.420 5.402
C17 1.412 2.302 5.373
C18 1.419 1.461 4.258
C19 0.605 1.751 3.147
P1 0.844 0.903 1.567
C20 1.516 2.191 0.492
C21 1.127 2.198 -0.850
C22 1.618 3.157 -1.734
C23 2.496 4.139 -1.261
C24 2.843 4.181 0.094
C25 2.355 3.213 0.977
C26 2.108 -0.358 1.859
C27 1.732 -1.572 2.466
C28 2.707 -2.511 2.810
C29 4.054 -2.251 2.527
C30 4.422 -1.068 1.873
C31 3.450 -0.126 1.527
C32 -0.442 0.079 0.717
C33 -1.733 -0.011 1.342
O1 -2.736 -0.570 0.875
C34 -0.285 2.839 3.210
C35 -0.289 3.678 4.326
H14 0.581 4.088 6.264
H15 2.078 2.082 6.211
H16 2.080 0.593 4.233
H17 0.433 1.432 -1.184
H18 1.309 3.137 -2.780
H19 2.899 4.875 -1.958
H20 3.498 4.969 0.472
H21 2.613 3.256 2.036
H22 0.680 -1.765 2.681
H23 2.409 -3.436 3.307
H24 4.817 -2.976 2.814
H25 5.468 -0.867 1.636
H26 3.729 0.798 1.021
H27 -0.063 -0.782 0.160
H28 -1.818 0.458 2.363
H29 -0.949 3.034 2.364
H30 -0.959 4.542 4.346

## Properties
Lowest unoccupied orbital energy: -4.851 eV
E: -1768.00337 a.u.
E_HOMO: -10.321 eV
Kohn-Sham gap: 5.5 eV
Total charge: +1
Energy above the lowest of the compared OMol25 structures with the same formula, charge and spin: 0.3 kJ/mol

***

[4]
C5H14N2O as an isolated structure in a non-equilibrium geometry, computed with ωB97M-V/def2-TZVPD.

Geometry (Å):
C1 -1.799 -0.465 0.183
C2 -1.662 0.855 0.938
N1 -2.169 -1.612 1.009
N2 -0.518 -0.773 -0.474
O1 -2.789 -0.293 -0.788
H1 -2.913 -1.137 -1.241
H2 -0.560 -1.695 -0.903
H3 -1.525 -1.725 1.786
H4 -3.095 -1.469 1.399
H5 0.268 -0.813 0.205
H6 -0.884 0.782 1.696
H7 -1.400 1.644 0.238
H8 -2.614 1.096 1.407
C3 3.032 -0.097 -1.207
C4 1.855 0.681 -0.695
C5 2.016 1.641 0.212
H9 0.599 0.224 -0.963
H10 3.213 0.127 -2.262
H11 3.948 0.113 -0.646
H12 2.835 -1.168 -1.155
H13 2.967 1.826 0.708
H14 1.196 2.261 0.553

## Properties
Lowest unoccupied orbital energy: 0.710 eV
E: -383.58595 a.u.
E_HOMO: -8.756 eV
Kohn-Sham gap: 9.5 eV
Energy above the lowest of the compared OMol25 structures with the same formula, charge and spin: 301.3 kJ/mol

***

[5]
A 3-piece molecular cluster, C3H11NO3 overall in a non-equilibrium geometry, computed with ωB97M-V/def2-TZVPD.

Geometry (Å):
C1 -1.122 -0.768 2.001
C2 0.138 -0.506 1.170
C3 0.556 0.934 0.949
N1 0.268 1.843 1.909
O1 1.307 1.198 0.029
H1 -1.298 -1.834 2.101
H2 -1.129 -0.242 2.965
H3 -1.965 -0.285 1.484
H4 -0.007 -1.000 0.219
H5 1.044 -0.958 1.568
H6 -0.543 1.711 2.498
H7 0.699 2.748 1.895
O2 -0.442 -2.553 -2.224
H8 -1.207 -2.843 -2.728
H9 -0.342 -1.615 -2.436
O3 -0.130 0.307 -2.955
H10 -0.051 0.960 -3.657
H11 0.141 0.789 -2.157

## Properties
Lowest unoccupied orbital energy: 0.725 eV
E: -401.40194 a.u.
E_HOMO: -9.895 eV
Kohn-Sham gap: 10.6 eV
Energy above the lowest of the compared OMol25 structures with the same formula, charge and spin: 29.2 kJ/mol

***

[6]
C34H80F6NO34S2Tl as an isolated structure in a non-equilibrium geometry, computed with ωB97M-V/def2-TZVPD.

Geometry (Å):
Tl1 -0.272 3.544 1.182
C1 -5.009 2.488 5.882
C2 -5.723 1.222 5.738
C3 -5.423 0.354 4.503
O1 -5.917 -0.743 4.426
C4 -4.471 0.854 3.536
C5 -3.776 2.047 3.735
C6 -4.050 2.902 4.928
O2 -3.704 4.078 4.970
O3 -2.852 2.300 2.944
O4 -6.525 0.811 6.534
H1 -5.292 3.070 6.750
H2 -4.249 0.210 2.694
C7 3.231 0.417 -0.277
F1 3.798 -0.377 -1.162
F2 2.961 -0.244 0.829
F3 4.094 1.406 -0.063
S1 1.626 1.153 -1.014
O5 1.754 2.590 -0.967
O6 1.452 0.592 -2.333
N1 0.333 0.926 0.144
S2 -0.243 -0.449 -0.399
O7 -1.143 -0.326 -1.522
O8 0.803 -1.472 -0.491
C8 -1.276 -0.942 1.108
F4 -2.307 -0.134 1.293
F5 -1.668 -2.202 0.946
F6 -0.480 -0.883 2.181
C9 4.569 2.001 -5.393
C10 3.714 1.941 -4.136
O9 4.467 1.945 -2.917
O10 5.050 3.331 -5.656
H3 3.860 1.832 -6.202
H4 5.374 1.267 -5.388
H5 3.127 1.026 -4.174
H6 3.041 2.800 -4.154
H7 5.191 2.570 -3.024
H8 5.587 3.617 -4.911
C11 -1.455 3.057 -2.578
C12 -2.694 2.572 -1.858
O11 -2.518 2.352 -0.491
O12 -0.759 4.082 -1.856
H9 -1.732 3.393 -3.579
H10 -0.767 2.221 -2.728
H11 -3.045 1.646 -2.336
H12 -3.507 3.296 -2.037
H13 -3.359 2.061 -0.107
H14 -1.015 4.899 -2.294
C13 -0.911 -5.467 2.124
C14 -1.914 -6.519 1.716
O13 -2.405 -6.244 0.379
O14 0.318 -5.514 1.456
H15 -0.776 -5.562 3.209
H16 -1.420 -4.491 2.111
H17 -2.779 -6.606 2.377
H18 -1.479 -7.523 1.670
H19 -3.327 -6.512 0.355
H20 0.196 -5.775 0.522
C15 1.847 1.357 3.348
C16 2.953 2.343 3.045
O15 2.698 2.967 1.785
O16 0.646 2.052 3.711
H21 2.159 0.671 4.138
H22 1.624 0.751 2.468
H23 3.893 1.787 2.969
H24 3.032 3.076 3.851
H25 3.449 3.527 1.571
H26 0.325 1.674 4.532
C17 -6.411 1.640 0.295
C18 -7.046 2.739 1.102
O17 -8.443 2.493 1.249
O18 -5.000 1.740 0.318
H27 -6.721 1.667 -0.752
H28 -6.813 0.672 0.620
H29 -6.789 3.721 0.698
H30 -6.681 2.645 2.140
H31 -8.831 3.268 1.664
H32 -4.695 1.582 1.215
C19 0.002 -4.282 -1.269
C20 -0.928 -3.692 -2.324
O19 -2.258 -3.880 -1.821
O20 -0.162 -5.706 -1.215
H33 -0.213 -3.879 -0.280
H34 1.047 -4.136 -1.537
H35 -0.788 -4.284 -3.232
H36 -0.720 -2.658 -2.588
H37 -2.622 -4.691 -2.185
H38 -1.016 -5.900 -0.793
C21 -4.761 -2.554 0.295
C22 -4.514 -1.625 -0.874
O21 -5.402 -1.881 -1.936
O22 -4.554 -3.907 -0.092
H39 -5.782 -2.489 0.666
H40 -4.134 -2.273 1.150
H41 -3.482 -1.544 -1.247
H42 -4.619 -0.564 -0.602
H43 -5.316 -2.816 -2.160
H44 -3.642 -4.053 -0.385
C23 4.468 -1.759 -4.710
C24 3.246 -2.011 -3.855
O23 2.533 -3.152 -4.324
O24 4.126 -1.333 -6.017
H45 5.150 -2.616 -4.751
H46 5.031 -0.937 -4.255
H47 2.515 -1.202 -3.905
H48 3.482 -2.155 -2.795
H49 3.073 -3.946 -4.261
H50 3.415 -1.899 -6.343
C25 6.614 -0.846 0.285
C26 7.382 0.413 -0.133
O25 8.657 0.033 -0.663
O26 7.412 -1.731 1.032
H51 6.169 -1.231 -0.640
H52 5.775 -0.513 0.909
H53 7.544 0.995 0.781
H54 6.791 0.951 -0.869
H55 8.950 -0.654 -0.047
H56 6.840 -2.396 1.424
C27 0.571 2.319 -5.781
C28 0.935 0.871 -5.975
O27 0.128 0.286 -6.976
O28 0.878 3.172 -6.889
H57 1.132 2.757 -4.957
H58 -0.501 2.505 -5.642
H59 0.845 0.254 -5.070
H60 1.985 0.770 -6.258
H61 -0.799 0.282 -6.724
H62 0.477 2.862 -7.707
C29 -1.712 -2.648 5.176
C30 -2.322 -1.279 5.409
O29 -2.472 -0.931 6.767
O30 -0.436 -2.675 5.783
H63 -1.661 -2.813 4.092
H64 -2.393 -3.438 5.507
H65 -3.254 -1.183 4.850
H66 -1.676 -0.522 4.937
H67 -1.657 -1.208 7.206
H68 -0.323 -3.503 6.258
C31 2.939 -2.276 3.584
C32 2.518 -2.733 2.225
O31 2.615 -4.120 2.007
O32 4.356 -2.087 3.724
H69 2.495 -2.843 4.402
H70 2.503 -1.274 3.700
H71 3.073 -2.190 1.453
H72 1.494 -2.387 2.037
H73 1.741 -4.549 2.006
H74 4.584 -2.048 4.656
C33 1.443 6.297 -0.948
C34 0.493 7.255 -0.253
O33 -0.583 6.582 0.386
O34 1.939 5.368 -0.002
H75 2.272 6.854 -1.399
H76 0.963 5.820 -1.809
H77 0.111 7.935 -1.025
H78 1.029 7.880 0.470
H79 -1.232 7.264 0.580
H80 2.695 4.916 -0.391

## Properties
Lowest unoccupied orbital energy: -5.364 eV
E: -5524.03628 a.u.
E_HOMO: -9.383 eV
Kohn-Sham gap: 4.0 eV
Energy above the lowest of the compared OMol25 structures with the same formula, charge and spin: 0.0 kJ/mol